Here is C7H8S in the gas phase at a distorted geometry from OMol25. Energies are from ωB97M-V/def2-TZVPD.

## Properties
HOMO (eV): -8.4
Kohn-Sham gap (eV): 7.582
Charge: 0
LUMO (eV): -0.81
Multiplicity: 1

Last column: natural (NBO) charge in e.
Atoms and positions in Å:
C  2.509  0.684  -0.055  -0.20
C  1.025  0.202  -0.168  -0.15
C  0.581  -1.083  -0.181  -0.08
C  -0.797  -1.361  0.058  -0.48
C  -1.838  -0.275  -0.197  -0.44
C  -1.253  1.156  -0.012  -0.16
C  0.067  1.359  -0.135  -0.25
H  2.734  1.626  0.332  0.19
H  1.335  -1.759  -0.236  0.23
H  -1.093  -2.443  -0.240  0.24
H  -0.648  -1.700  1.153  0.25
H  -2.657  -0.208  0.825  0.23
H  -2.446  -0.340  -1.283  0.24
H  -2.038  2.061  0.061  0.22
H  0.537  2.287  0.153  0.21
S  3.983  -0.206  -0.073  -0.04